# 1
Computed, not measured: a molecular structure, B2CsH8 at a distorted geometry, with wB97M-V/def2-TZVPD.

Structure (XYZ):
```
11
B2CsH8 | OMol25 | wB97M-V/def2-TZVPD
H 1.949 -2.561 -0.341
H -2.035 2.372 -0.022
H 1.003 -3.918 -0.144
H 0.251 -2.418 -0.759
Cs 0.555 0.374 -0.992
H -1.247 3.497 1.061
H -0.535 1.974 0.667
H 0.713 -2.455 0.924
B -1.084 2.804 0.250
B 0.948 -2.844 -0.054
H -0.516 3.176 -0.588
```

- Strongest force on any atom: 4.7 eV Å⁻¹
- Kohn-Sham gap: 7.56 eV
- Relative energy (zero: lowest compared OMol25 entry of this formula, charge and spin): 187.2 kJ/mol
- Total charge: -1

For each atom in turn, the Mulliken charge in e is: H -0.2411; H -0.2145; H -0.2511; H -0.4037; Cs 0.8421; H -0.2550; H -0.4339; H -0.2463; B 0.2368; B 0.2456; H -0.2790

# 2
Computed, not measured: a molecular structure, B2CsH8 at a distorted geometry, with wB97M-V/def2-TZVPD.

Structure (XYZ):
```
11
B2CsH8 | OMol25 | wB97M-V/def2-TZVPD
H -1.734 0.410 -0.150
H 2.281 -1.163 -0.868
B 2.452 -0.123 -0.640
B -2.447 0.011 0.555
H -2.958 0.806 1.074
H 2.056 0.166 0.321
H -1.978 -0.706 1.211
H 1.999 0.508 -1.389
Cs -0.006 0.453 0.576
H 3.501 0.133 -0.621
H -3.167 -0.495 -0.070
```

- Strongest force on any atom: 5.9 eV Å⁻¹
- Kohn-Sham gap: 6.44 eV
- Relative energy (zero: lowest compared OMol25 entry of this formula, charge and spin): 473.1 kJ/mol
- Total charge: -1

For each atom in turn, the Mulliken charge in e is: H -0.2732; H -0.2487; B 0.0734; B -0.0756; H -0.2463; H -0.3424; H -0.2028; H -0.2286; Cs 1.1051; H -0.2873; H -0.2737

# 3
Computed, not measured: a molecular structure, B2H8Rb, with wB97M-V/def2-TZVPD.

Structure (XYZ):
```
11
B2H8Rb | OMol25 | wB97M-V/def2-TZVPD
Rb -31.143 -9.202 2.416
H -30.236 -13.181 1.414
B -30.506 -12.019 1.214
H -27.791 -7.316 3.533
B -28.984 -7.488 3.449
H -31.556 -11.701 1.714
H -29.194 -7.783 2.308
H -29.351 -8.393 4.161
H -29.649 -11.348 1.729
H -30.587 -11.823 0.018
H -29.595 -6.503 3.817
```

- Strongest force on any atom: 0.8 eV Å⁻¹
- Kohn-Sham gap: 7.77 eV
- Relative energy (zero: lowest compared OMol25 entry of this formula, charge and spin): 25.4 kJ/mol
- Total charge: -1

For each atom in turn, the Mulliken charge in e is: Rb 0.6152; H -0.2258; B 0.3366; H -0.2368; B 0.3932; H -0.3973; H -0.4015; H -0.3176; H -0.3206; H -0.2145; H -0.2309

# 4
Computed, not measured: a molecular structure, B6H24Zr at a distorted geometry, with wB97M-V/def2-TZVPD.

Structure (XYZ):
```
31
B6H24Zr | OMol25 | wB97M-V/def2-TZVPD
H -1.971 2.519 -0.639
H -1.966 -1.054 -0.216
H 1.492 0.704 0.886
H 0.018 0.929 2.142
H 3.147 1.281 0.380
H -0.432 1.787 0.282
B -1.545 1.818 0.176
B -0.301 0.423 -2.315
H -0.942 -2.298 -1.018
B -0.346 -0.106 2.365
H 0.004 1.085 -1.467
H -1.236 -0.227 1.702
H -2.067 2.046 1.185
H -1.025 0.997 -3.009
H 1.911 2.576 1.009
H 0.461 -0.830 2.081
Zr -0.129 -0.188 0.036
H -2.246 -2.863 0.222
B -1.480 -2.049 -0.066
H 2.767 -2.060 -0.565
H -0.638 -0.302 3.464
H 1.599 1.668 -0.625
H 1.087 -2.091 -1.381
H -0.707 -1.961 0.729
H -0.840 -0.411 -1.799
B 1.711 -1.592 -0.544
H -1.900 0.781 -0.055
H 1.126 -1.639 0.407
H 0.631 0.014 -2.860
H 1.791 -0.542 -0.920
B 2.027 1.586 0.414
```

- Strongest force on any atom: 3.0 eV Å⁻¹
- Kohn-Sham gap: 8.22 eV
- Total charge: -2

For each atom in turn, the Mulliken charge in e is: H -0.2254; H 0.2115; H 0.1188; H 0.0359; H -0.2439; H 0.2290; B 0.6802; B 0.2614; H -0.1229; B 0.0593; H 0.0889; H 0.3392; H -0.1953; H -0.2290; H -0.2848; H 0.1720; Zr -3.1364; H -0.2359; B 0.0963; H -0.2431; H -0.2594; H -0.1426; H -0.1443; H 0.1924; H 0.1368; B 0.1154; H 0.2017; H 0.0831; H -0.2387; H 0.0511; B 0.6288